Computed, not measured: a molecular structure, C21H51GaN2O8PS at a distorted geometry, with ωB97M-V with the def2-TZVPD basis set.

Geometry as ORCA input:
```
! wB97M-V def2-TZVPD RIJCOSX def2/J DEFGRID3
* xyz -1 1
C 7.50 4.91 -2.41
C 6.79 5.69 -3.66
O 6.22 4.64 -4.49
C 4.98 5.06 -5.09
C 4.23 3.83 -5.81
O 4.66 2.56 -5.29
Ga 3.49 1.93 -3.92
C 3.34 3.17 -2.28
C 2.31 4.38 -2.42
O 1.12 4.07 -3.21
C 0.27 5.21 -3.02
O -0.41 5.39 -1.97
C 0.12 6.37 -4.14
C 1.49 6.56 -4.99
P 1.39 1.21 -4.77
S 0.74 2.28 -6.28
H 7.07 5.34 -1.44
H 7.23 3.80 -2.47
H 8.63 5.04 -2.46
H 6.01 6.43 -3.28
H 7.57 6.25 -4.29
H 5.20 5.86 -5.90
H 4.34 5.58 -4.31
H 3.09 3.93 -5.84
H 4.58 3.85 -6.91
H 4.19 0.56 -3.38
H 4.38 3.64 -2.08
H 3.13 2.51 -1.36
H 2.75 5.35 -2.81
H 1.94 4.61 -1.35
H -0.06 7.39 -3.64
H -0.72 6.14 -4.89
H 2.25 7.15 -4.37
H 1.31 6.98 -6.03
H 1.92 5.51 -5.12
H 0.38 1.17 -3.73
H 1.58 -0.13 -5.26
C -0.80 -3.77 1.23
O -1.48 -3.22 0.11
C -2.66 -2.49 0.46
C -2.46 -0.99 0.29
N -1.56 -0.45 1.31
C -1.07 0.91 1.04
C -0.29 1.15 -0.26
O 1.00 0.54 -0.30
C 0.99 -0.84 -0.63
H -0.07 -4.49 0.85
H -0.25 -2.99 1.77
H -1.48 -4.28 1.90
H -3.02 -2.74 1.46
H -3.43 -2.81 -0.25
H -3.42 -0.48 0.37
H -2.06 -0.82 -0.72
H -0.75 -1.06 1.40
H -0.41 1.17 1.88
H -1.92 1.60 1.08
H -0.10 2.22 -0.32
H -0.86 0.90 -1.16
H 0.21 -1.09 -1.35
H 0.89 -1.44 0.27
H 1.96 -1.09 -1.07
C -4.12 -8.39 6.50
O -4.79 -7.84 5.38
C -5.97 -7.10 5.72
C -5.75 -5.59 5.54
N -4.84 -5.06 6.56
C -4.34 -3.71 6.27
C -3.55 -3.49 4.97
O -2.27 -4.12 4.94
C -2.29 -5.50 4.62
H -3.40 -9.12 6.13
H -3.56 -7.62 7.04
H -4.81 -8.89 7.18
H -6.32 -7.34 6.73
H -6.74 -7.41 5.01
H -6.71 -5.08 5.61
H -5.35 -5.44 4.53
H -4.04 -5.68 6.65
H -3.67 -3.45 7.10
H -5.17 -3.01 6.30
H -3.35 -2.42 4.90
H -4.13 -3.75 4.07
H -3.08 -5.75 3.89
H -2.40 -6.10 5.52
H -1.33 -5.76 4.18
*
```

The orbital gap is 6.05 eV. The highest occupied orbital energy is -4.1746 eV. The calculation puts the maximum force at 4.56 eV/A.